[1]
C6H12O2 | the ωB97M-V functional and the def2-TZVPD basis

**DFT total energy**: -10510.041 eV
**Charge**: 0
**SMILES**: C=C(O)/C=C/CC.O

Last column: natural (NBO) charge in e.
Geometry (Å):
C (-2.759, 0.123, 1.365)  -0.4753
C (-1.462, 0.095, 1.664)  0.2765
O (-1.189, 0.025, 3.026)  -0.6928
C (-0.323, -0.195, 0.783)  -0.2489
C (0.932, 0.135, 1.074)  -0.1635
C (2.016, 0.046, 0.041)  -0.4412
C (3.352, 0.657, 0.494)  -0.5965
H (-3.477, 0.325, 2.145)  0.2143
H (-3.112, 0.136, 0.341)  0.2011
H (-0.272, -0.207, 3.197)  0.4760
H (-0.545, -0.676, -0.165)  0.2116
H (1.088, 0.572, 2.056)  0.1880
H (2.226, -0.958, -0.339)  0.2172
H (1.619, 0.579, -0.823)  0.2125
H (3.187, 1.628, 0.939)  0.2020
H (3.786, 0.031, 1.273)  0.2048
H (3.983, 0.793, -0.381)  0.2143
O (-0.866, -0.787, -6.387)  -0.9360
H (-1.364, -0.583, -7.185)  0.4684
H (-1.381, -0.404, -5.671)  0.4677



[2]
C6H12O2 | the ωB97M-V functional and the def2-TZVPD basis

**DFT total energy**: -10510.804 eV
**Charge**: 0
**SMILES**: CCOC=O.C=CC

Last column: natural (NBO) charge in e.
Geometry (Å):
C (-2.913, 0.343, 0.026)  -0.6389
C (-1.559, -0.290, -0.252)  -0.0849
O (-0.757, 0.513, -1.129)  -0.5022
C (-0.228, 1.607, -0.618)  0.6530
O (-0.348, 2.019, 0.497)  -0.5933
H (-2.782, 1.287, 0.544)  0.2292
H (-3.501, -0.323, 0.651)  0.2164
H (-3.449, 0.521, -0.900)  0.2090
H (-1.005, -0.427, 0.686)  0.2072
H (-1.662, -1.247, -0.768)  0.1909
H (0.361, 2.113, -1.404)  0.1155
C (1.305, -0.951, 1.464)  -0.4198
C (1.997, -0.227, 0.605)  -0.1681
C (2.471, -0.714, -0.723)  -0.6484
H (1.038, -1.977, 1.256)  0.1869
H (0.990, -0.557, 2.415)  0.2043
H (2.256, 0.797, 0.845)  0.2005
H (1.992, -0.146, -1.525)  0.2153
H (3.552, -0.570, -0.814)  0.2177
H (2.242, -1.772, -0.857)  0.2097



[3]
C6H12O2S | the ωB97M-V functional and the def2-TZVPD basis

**DFT total energy**: -21344.183 eV
**Charge**: 0
**SMILES**: CC1(C)C(C)(C)S1(=O)=O

Last column: natural (NBO) charge in e.
Geometry (Å):
C (-0.909, -1.698, -0.225)  -0.6425
C (-0.044, -0.702, 0.512)  -0.2666
C (1.362, -1.355, 0.765)  -0.6088
C (-0.414, 0.844, 0.286)  -0.1818
C (-1.436, 1.167, -0.755)  -0.6362
C (0.735, 1.857, 0.494)  -0.6453
S (-0.949, -0.053, 1.883)  2.0676
O (-0.310, 0.288, 3.128)  -0.9059
O (-2.337, -0.512, 1.917)  -0.9296
H (-0.929, -1.440, -1.309)  0.2128
H (-1.871, -1.408, 0.175)  0.2549
H (-0.763, -2.746, -0.044)  0.2306
H (1.308, -2.477, 0.945)  0.2278
H (1.856, -0.957, 1.645)  0.2297
H (1.855, -1.149, -0.145)  0.2147
H (-2.309, 0.526, -0.645)  0.2414
H (-0.999, 0.885, -1.800)  0.2128
H (-1.645, 2.240, -0.746)  0.2345
H (0.574, 2.955, 0.324)  0.2337
H (1.620, 1.578, -0.095)  0.2157
H (1.143, 1.742, 1.480)  0.2404



[4]
C6H12O3 | the ωB97M-V functional and the def2-TZVPD basis

**DFT total energy**: -12556.210 eV
**Charge**: 0
**SMILES**: COC(C)=O.CC(C)=O

Last column: natural (NBO) charge in e.
Geometry (Å):
C (-1.376, 1.405, -0.927)  -0.2603
O (-0.806, 0.793, 0.237)  -0.5795
C (0.674, 0.989, 0.650)  0.8661
C (1.555, 1.580, -0.411)  -0.7506
O (0.856, 1.095, 1.833)  -0.5238
H (-2.335, 0.914, -1.096)  0.2178
H (-0.814, 1.255, -1.849)  0.1828
H (-1.575, 2.459, -0.734)  0.1896
H (2.491, 1.023, -0.382)  0.2567
H (1.188, 1.515, -1.430)  0.2376
H (1.797, 2.608, -0.130)  0.2582
C (-1.101, -1.620, 1.404)  -0.7261
C (-0.775, -1.230, -0.011)  0.7003
C (1.063, -1.368, -0.246)  -0.8085
O (-1.369, -1.624, -0.985)  -0.6136
H (-2.093, -1.228, 1.637)  0.2320
H (-0.370, -1.207, 2.097)  0.2322
H (-1.102, -2.706, 1.497)  0.2387
H (1.878, -1.223, 0.464)  0.2153
H (1.219, -0.977, -1.250)  0.2068
H (0.997, -2.451, -0.368)  0.2283



[5]
C6H12O6 | the ωB97M-V functional and the def2-TZVPD basis

**DFT total energy**: -18693.828 eV
**Charge**: 0
**SMILES**: CC(=O)C[C@@](C)(O)COO.O=O

Last column: natural (NBO) charge in e.
Geometry (Å):
C (0.389, 0.882, -3.360)  -0.7228
C (0.098, 1.362, -1.958)  0.6311
O (0.689, 2.322, -1.465)  -0.5691
C (-1.030, 0.638, -1.167)  -0.5320
C (-0.529, -0.167, 0.007)  0.2437
C (-1.647, -0.889, 0.762)  -0.6312
O (0.357, -1.174, -0.487)  -0.7674
C (0.305, 0.751, 1.033)  -0.1451
O (0.964, -0.022, 1.991)  -0.2619
O (2.200, -0.569, 1.266)  -0.4902
H (-0.205, -0.008, -3.604)  0.2206
H (0.138, 1.707, -4.039)  0.2425
H (1.463, 0.664, -3.428)  0.2500
H (-1.730, 1.419, -0.841)  0.2357
H (-1.507, -0.065, -1.853)  0.2216
H (-2.416, -0.208, 1.156)  0.2036
H (-2.112, -1.598, 0.069)  0.2171
H (-1.209, -1.469, 1.591)  0.2229
H (1.124, -1.241, 0.162)  0.4971
H (0.962, 1.410, 0.454)  0.2346
H (-0.422, 1.476, 1.500)  0.2135
H (2.659, -1.104, 1.942)  0.4853
O (0.958, -1.982, 5.721)  -0.0005
O (0.499, -2.136, 4.545)  0.0011



[6]
C6H12OS | the ωB97M-V functional and the def2-TZVPD basis

**DFT total energy**: -19297.533 eV
**Charge**: 0
**SMILES**: CCS[C@H](C)CC=O

Last column: natural (NBO) charge in e.
Geometry (Å):
C (-0.198, -2.359, -0.342)  -0.6276
C (1.129, -1.730, -0.898)  -0.4901
S (1.508, -0.139, 0.019)  0.1666
C (0.120, 0.933, -0.213)  -0.3650
C (0.364, 2.045, -1.042)  -0.6132
C (-0.320, 1.420, 1.192)  -0.4861
C (-1.297, 0.471, 2.028)  0.4351
O (-2.218, -0.030, 1.417)  -0.5182
H (-0.696, -3.173, -0.992)  0.2115
H (-0.004, -2.946, 0.601)  0.2087
H (-0.894, -1.604, -0.105)  0.2164
H (1.964, -2.401, -0.753)  0.2276
H (0.956, -1.525, -1.930)  0.2041
H (-0.659, 0.414, -0.721)  0.2319
H (-0.523, 2.525, -1.478)  0.2214
H (1.101, 2.670, -0.568)  0.2081
H (0.838, 1.610, -1.933)  0.2186
H (0.512, 1.559, 1.762)  0.2057
H (-0.776, 2.339, 1.084)  0.2164
H (-0.907, -0.079, 2.871)  0.1283



[7]
C6H12OS | the ωB97M-V functional and the def2-TZVPD basis

**DFT total energy**: -19296.685 eV
**Charge**: 0
**SMILES**: C=C(C)C(C)(C)SO

Last column: natural (NBO) charge in e.
Geometry (Å):
C (-1.696, 0.804, -0.701)  -0.4276
C (-0.614, 0.619, 0.067)  0.0376
C (-0.326, 1.458, 1.281)  -0.6793
C (0.245, -0.600, -0.139)  -0.2322
C (-0.302, -1.930, 0.275)  -0.6109
C (0.560, -0.590, -1.610)  -0.6211
S (1.897, -0.561, 0.764)  0.4958
O (2.429, 0.955, 0.776)  -0.8627
H (-1.958, 0.297, -1.581)  0.2054
H (-2.181, 1.798, -0.579)  0.1929
H (0.492, 2.182, 0.853)  0.2380
H (0.068, 0.809, 2.185)  0.2288
H (-1.310, 1.984, 1.497)  0.2300
H (-0.987, -2.386, -0.382)  0.2216
H (-0.763, -1.849, 1.216)  0.2183
H (0.524, -2.631, 0.459)  0.2162
H (-0.332, -1.173, -2.171)  0.1971
H (1.492, -1.140, -1.949)  0.2326
H (0.494, 0.551, -1.920)  0.2314
H (2.267, 1.402, 1.662)  0.4881



[8]
C6H12OS3 | the ωB97M-V functional and the def2-TZVPD basis

**DFT total energy**: -40966.060 eV
**Charge**: 0

Last column: natural (NBO) charge in e.
Geometry (Å):
C (2.702, 1.431, 0.226)  0.4510
C (-2.800, -0.318, -1.270)  -0.7704
C (1.713, -1.892, -0.183)  -0.7390
C (0.033, 0.499, 1.079)  -0.4671
C (-1.242, -0.226, 1.090)  -0.5520
C (0.600, 0.792, -0.307)  -0.4484
O (3.318, 0.548, 0.671)  -0.5177
S (0.090, 2.241, -1.154)  0.0628
S (-2.581, 0.617, 0.225)  0.1892
S (0.948, -0.610, -1.282)  0.2500
H (2.967, 2.288, -0.445)  0.1222
H (-1.989, -0.331, -2.028)  0.2282
H (-3.742, 0.103, -1.720)  0.2362
H (-3.047, -1.400, -0.913)  0.2154
H (1.962, -2.643, -0.941)  0.2387
H (1.059, -2.156, 0.654)  0.2189
H (2.730, -1.507, 0.192)  0.2511
H (-0.195, 1.549, 1.704)  0.2133
H (0.757, -0.148, 1.681)  0.2304
H (-1.574, -0.312, 2.096)  0.2269
H (-1.159, -1.243, 0.694)  0.2193
H (-0.550, 2.717, -0.068)  0.1409



[9]
C6H12P | the ωB97M-V functional and the def2-TZVPD basis

**DFT total energy**: -15695.406 eV
**Charge**: +1

Last column: natural (NBO) charge in e.
Geometry (Å):
C (-0.042, 0.564, 1.423)  -0.3473
C (0.625, 0.629, 0.296)  -0.1751
C (2.797, -0.904, -0.011)  -0.6004
C (-2.316, 1.459, -0.544)  -0.9113
C (-1.907, -1.330, -0.024)  -1.0418
C (2.244, 0.561, -0.364)  -0.3786
P (-1.064, 0.176, -0.140)  1.3238
H (0.090, 0.777, 2.476)  0.2840
H (3.349, -1.359, -0.808)  0.2388
H (1.807, -1.482, 0.120)  0.1964
H (3.361, -0.831, 0.923)  0.2286
H (-2.928, 0.964, -1.285)  0.2613
H (-1.966, 2.327, -1.113)  0.2852
H (-2.755, 1.662, 0.377)  0.2645
H (-2.364, -1.719, -0.951)  0.2936
H (-2.743, -1.237, 0.640)  0.2864
H (-1.306, -2.269, 0.285)  0.3072
H (2.144, 0.811, -1.463)  0.2383
H (2.972, 1.201, 0.162)  0.2465



[10]
C6H12P | the ωB97M-V functional and the def2-TZVPD basis

**DFT total energy**: -15693.261 eV
**Charge**: +1

Last column: Löwdin charge in e.
Geometry (Å):
C (2.021, -2.334, 1.535)  0.0747
C (1.639, -1.556, 0.612)  -0.0544
C (2.884, -2.078, 0.115)  -0.0222
C (-1.298, 1.298, 1.331)  -0.2446
C (-0.139, 1.947, -1.253)  -0.2427
C (-1.977, -0.294, -1.034)  -0.2435
P (-0.596, 0.542, -0.177)  0.9459
H (2.059, -2.859, 2.453)  0.0981
H (3.786, -1.485, 0.177)  0.0925
H (2.893, -2.873, -0.617)  0.0923
H (-0.532, 1.866, 1.853)  0.0517
H (-1.681, 0.532, 2.003)  0.0527
H (-2.112, 1.971, 1.051)  0.0623
H (0.618, 2.565, -0.775)  0.0530
H (-1.032, 2.549, -1.437)  0.0651
H (0.248, 1.587, -2.205)  0.0523
H (-1.705, -0.492, -2.071)  0.0540
H (-2.858, 0.351, -1.011)  0.0622
H (-2.217, -1.238, -0.549)  0.0506



[11]
C6H12S | the ωB97M-V functional and the def2-TZVPD basis

**DFT total energy**: -17249.214 eV
**Charge**: 0
**SMILES**: CC(C)=S.C=CC

Last column: natural (NBO) charge in e.
Geometry (Å):
C (-1.748, -1.427, 0.210)  -0.7171
C (-1.664, -0.104, -0.433)  0.0081
C (-1.538, 1.036, 0.442)  -0.7072
S (-1.668, 0.030, -2.116)  -0.0389
H (-2.811, -1.530, 0.667)  0.2505
H (-1.458, -2.249, -0.490)  0.2606
H (-1.381, -1.418, 1.250)  0.2322
H (-1.088, 0.743, 1.409)  0.2099
H (-2.513, 1.417, 0.594)  0.2498
H (-0.793, 1.830, 0.100)  0.2526
C (2.356, 0.065, 0.690)  -0.4087
C (1.943, 1.275, 1.107)  -0.1705
C (2.631, 2.557, 0.681)  -0.6639
H (3.322, -0.232, 0.350)  0.2040
H (1.609, -0.712, 0.830)  0.1925
H (0.917, 1.473, 1.530)  0.1895
H (3.390, 2.690, 1.435)  0.2225
H (2.037, 3.447, 0.456)  0.2253
H (3.220, 2.327, -0.347)  0.2084